Record 1
Formula: C2HN3O2
Source: the Open Molecules 2025 dataset
Level of theory: ωB97M-V/def2-TZVPD

The geometry in ORCA input format:
```
! wB97M-V def2-TZVPD RIJCOSX def2/J DEFGRID3
* xyz 0 1
C -0.50 -0.24 -0.74
C -1.01 -0.15 0.56
N -0.07 0.48 1.37
N 1.10 0.50 0.92
N 1.42 0.19 -0.21
O 2.32 0.17 -0.99
O -2.27 -0.26 0.68
H -0.98 -0.69 -1.59
*
```

Properties
Gap between HOMO and LUMO (alpha / beta), Ha: 0.2629 / 0.2534
E_HOMO (alpha / beta), eV: -9.64 / -9.88



Record 2
Formula: C2HN3O2
Source: the Open Molecules 2025 dataset
Level of theory: ωB97M-V/def2-TZVPD

The geometry in ORCA input format:
```
! wB97M-V def2-TZVPD RIJCOSX def2/J DEFGRID3
* xyz 0 3
C -0.72 0.16 0.26
C -0.08 -0.58 -0.89
N 1.19 -0.63 -1.03
N 2.12 -0.58 -1.66
N 0.12 0.59 1.39
O -0.77 -1.23 0.07
O -0.09 1.72 1.74
H -1.77 0.56 0.11
*
```

Properties
Gap between HOMO and LUMO (alpha / beta), Ha: 0.3080 / 0.2645
⟨S²⟩: 2.0125
E_HOMO (alpha / beta), eV: -8.48 / -9.01



Computed DFT total energy, in the same sequence as the records: -10646.2632; -10647.4018 eV.
Computed energy above the lowest of the compared OMol25 structures with the same formula, charge and spin, in the same sequence as the records: 224.54; 50.75 kcal per mole.